(1)
Below is C49H72Cl36O6 as an isolated structure, with properties calculated with wB97M-V/def2-TZVPD.

The total energy is -515058.0240 eV. The value obtained for the HOMO energy is -8.2 eV.

Last column: Löwdin charge in e.
Cartesian coordinates (Å):
C: -5.74576 -6.22650 -6.66052  -0.055
C: -5.66757 -4.77007 -5.91968  -0.497
C: -6.74803 -3.85952 -6.75110  -0.107
C: -4.25328 -4.02387 -6.15713  -0.088
C: -6.19610 -4.77446 -4.41692  -0.130
C: -5.32008 -5.51342 -3.31187  -0.435
C: -6.31149 -6.59561 -2.58060  -0.082
C: -4.05263 -6.34952 -3.80684  -0.068
C: -4.82956 -4.54255 -2.10046  -0.106
C: -4.57161 -3.02336 -2.24715  -0.011
C: -4.14683 -2.07955 -1.08491  0.002
C: -3.97153 -2.69121 0.34374  -0.215
O: -3.62774 -1.76699 1.38102  -0.156
C: -2.41443 -2.15860 2.08140  -0.141
C: -1.93900 -0.89289 2.95369  -0.157
O: -0.48615 -0.89857 2.94574  -0.179
C: -0.03501 0.28944 3.65734  -0.189
C: 0.14909 0.05942 5.24271  -0.100
C: 1.59683 0.47582 5.79323  -0.069
C: 2.29335 -0.47730 6.60824  0.056
C: 3.71750 -0.07871 7.20825  -0.317
O: 4.34438 -0.99685 7.85152  -0.060
C: 4.31415 1.41132 7.03722  0.057
C: 3.64775 2.37430 6.22062  -0.111
O: 4.09931 3.71458 6.04091  0.006
C: 5.34435 3.72880 5.28676  -0.299
O: 6.45130 3.39767 5.78947  0.060
C: 5.32040 4.22140 3.78065  -0.075
C: 3.95481 4.68339 3.19142  -0.006
C: 3.72658 5.17731 1.74635  -0.105
C: 4.95843 5.24788 0.79237  -0.264
C: 6.34234 4.81274 1.37914  -0.141
C: 6.56157 4.30567 2.84407  0.012
C: 2.29126 1.89100 5.50348  -0.166
O: 1.73391 2.65665 4.67252  0.020
C: -4.17823 -4.22306 0.54686  0.008
C: -4.60533 -5.14188 -0.65749  -0.006
H: -6.67237 -6.24159 -7.35677  0.082
H: -5.94993 -7.06160 -5.88915  0.073
H: -4.84304 -6.43398 -7.32670  0.073
H: -6.58048 -2.78387 -6.34675  0.090
H: -7.82070 -4.16110 -6.50488  0.039
H: -6.50436 -3.81802 -7.86483  0.088
H: -4.27715 -3.46142 -7.17051  0.091
H: -3.95720 -3.29994 -5.32766  0.078
H: -3.46835 -4.86078 -6.31146  -0.016
H: -6.39862 -3.67058 -4.12742  0.120
H: -7.24833 -5.26173 -4.43539  0.122
H: -6.84966 -7.14159 -3.42586  0.079
H: -5.71495 -7.33995 -1.93915  0.076
H: -7.04747 -5.97741 -1.95530  0.100
H: -3.21956 -5.74577 -4.29915  0.076
H: -3.57707 -6.84770 -2.87555  0.093
H: -4.30671 -7.22976 -4.51288  0.083
H: -4.71930 -2.53377 -3.27100  0.083
H: -4.00798 -0.94620 -1.28160  0.059
H: -2.65918 -3.01581 2.79586  0.116
H: -1.65068 -2.47310 1.28259  0.152
H: -2.37433 0.08726 2.54815  0.135
H: -2.26157 -1.09259 4.04556  0.131
H: -0.76748 1.16300 3.47654  0.125
H: 0.96845 0.63157 3.21371  0.132
H: -0.65563 0.63994 5.81507  0.122
H: -0.02257 -1.06352 5.44820  0.082
H: 1.77157 -1.47807 6.80510  0.023
H: 5.27336 1.66510 7.60445  0.129
H: 3.05235 4.65070 3.89432  0.092
H: 2.65423 5.45540 1.43629  0.105
H: 4.76486 5.61674 -0.27409  0.039
H: 7.26721 4.88132 0.70015  0.030
H: 7.59196 3.98577 3.22208  0.107
H: -4.03026 -4.66123 1.60197  0.096
H: -4.73857 -6.24681 -0.41031  0.085
C: -1.49791 -3.14821 7.05225  -1.018
Cl: -2.17687 -1.72389 7.84837  0.528
Cl: 0.26800 -3.15020 7.14300  0.572
H: -1.87793 -4.04317 7.54259  0.031
H: -1.79776 -3.14551 6.00508  -0.005
C: 3.44976 0.81879 10.68305  -1.007
Cl: 1.71813 0.85038 10.33418  0.516
Cl: 4.10872 2.45181 10.77264  0.539
H: 3.60989 0.31619 11.63578  0.032
H: 3.96195 0.27615 9.88954  -0.006
C: -1.44690 -7.21126 -7.91946  -1.029
Cl: -1.32701 -5.60415 -7.19205  0.544
Cl: -1.48205 -8.47233 -6.68105  0.506
H: -2.36270 -7.26617 -8.50658  0.026
H: -0.58488 -7.37280 -8.56499  -0.032
C: -10.88077 -3.51521 -7.53429  -1.031
Cl: -10.54558 -5.00587 -6.64561  0.502
Cl: -10.41870 -3.66595 -9.23360  0.496
H: -11.94672 -3.30042 -7.47514  0.025
H: -10.31460 -2.70063 -7.08460  0.026
C: 8.28158 5.62509 -2.02580  -0.994
Cl: 8.55259 4.01458 -1.35545  0.541
Cl: 6.56229 5.99403 -2.06943  0.533
H: 8.78394 6.36288 -1.40138  0.035
H: 8.68460 5.66300 -3.03692  0.012
C: -6.63431 0.43248 -0.06622  -1.033
Cl: -8.22257 -0.01162 -0.70315  0.514
Cl: -5.61335 1.13545 -1.32717  0.541
H: -6.75962 1.16451 0.73146  -0.068
H: -6.14788 -0.46035 0.32672  0.017
C: 5.86045 9.11211 1.28719  -0.983
Cl: 5.51394 7.40348 1.60600  0.726
Cl: 7.60176 9.42574 1.30594  0.499
H: 5.46388 9.37662 0.30745  0.034
H: 5.38284 9.72079 2.05542  -0.082
C: 1.61688 4.66343 12.48956  -1.048
Cl: -0.11664 4.69552 12.14408  0.494
Cl: 2.28159 6.29933 12.57356  0.497
H: 1.77834 4.16618 13.44493  0.029
H: 2.12556 4.11475 11.69748  -0.038
C: 4.63816 12.15334 4.43017  -1.004
Cl: 5.07997 13.79598 3.95182  0.508
Cl: 3.93442 11.26005 3.07585  0.559
H: 5.53120 11.63188 4.77169  0.032
H: 3.90888 12.20371 5.23725  0.029
C: 5.63693 7.18014 -5.94135  -1.002
Cl: 7.37014 6.96616 -5.66713  0.515
Cl: 4.80386 7.63223 -4.44876  0.511
H: 5.49020 7.96653 -6.68017  0.032
H: 5.21870 6.24469 -6.31014  0.030
C: -0.12276 4.26965 6.63401  -1.039
Cl: -1.86488 4.37700 6.34852  0.503
Cl: 0.61280 5.87475 6.71529  0.513
H: 0.04977 3.75337 7.57769  0.029
H: 0.33585 3.71143 5.81854  -0.016
C: 0.88445 -6.28968 4.66294  -1.022
Cl: -0.71338 -5.53488 4.60473  0.509
Cl: 1.73170 -6.11141 3.12308  0.514
H: 1.47155 -5.81377 5.44739  0.018
H: 0.76662 -7.34993 4.88164  0.028
C: -4.35960 3.44450 0.99621  -1.017
Cl: -2.87230 3.87969 1.84700  0.504
Cl: -5.47297 2.56641 2.05418  0.563
H: -4.84768 4.35323 0.64696  0.035
H: -4.10674 2.81212 0.14711  -0.025
C: 1.20394 7.41095 -5.18962  -1.033
Cl: -0.03402 6.66509 -4.17089  0.516
Cl: 1.48578 6.46103 -6.65338  0.502
H: 0.87364 8.40917 -5.47342  0.031
H: 2.13350 7.47583 -4.62672  -0.041
C: 7.79865 0.12178 4.99400  -1.002
Cl: 6.52057 -0.60252 5.97737  0.615
Cl: 8.10616 -0.83362 3.53812  0.503
H: 7.49296 1.12564 4.70084  0.008
H: 8.71279 0.17213 5.58370  0.031
C: -0.66438 2.82718 -4.10513  -1.045
Cl: -1.90244 2.08350 -3.08509  0.491
Cl: -0.38540 1.87523 -5.56799  0.501
H: -0.99328 3.82535 -4.38995  -0.009
H: 0.26569 2.89207 -3.54234  0.028
C: 1.42539 -6.23915 -11.10365  -1.004
Cl: 1.66903 -7.86576 -10.45683  0.493
Cl: -0.29187 -5.82338 -11.15791  0.518
H: 1.94256 -5.52376 -10.46587  0.031
H: 1.83236 -6.19518 -12.11299  0.029
C: 4.77345 -9.88979 -12.55421  -1.025
Cl: 3.04176 -9.81153 -12.89806  0.482
Cl: 5.47730 -8.27182 -12.44395  0.493
H: 4.92286 -10.40582 -11.60691  0.028
H: 5.26876 -10.43726 -13.35471  0.026

Forces on the atoms, in the same order (eV/Å):
C -0.93 0.15 0.37
C -1.03 0.79 -1.68
C 0.87 0.96 1.36
C 0.08 -1.26 -0.75
C -0.38 0.43 -0.38
C 0.04 -0.65 1.76
C 0.43 0.71 -0.63
C 0.64 -0.76 0.24
C 1.05 1.88 2.93
C 0.23 -0.93 2.54
C -0.68 -3.72 0.71
C -0.83 -1.39 -3.20
O 0.01 -1.88 -1.22
C 0.21 0.36 0.31
C -0.08 -1.51 0.12
O -0.92 1.73 0.69
C 0.70 0.98 -0.01
C 0.22 0.33 -0.22
C 1.72 -2.06 2.03
C -0.58 3.25 -1.72
C 0.50 -2.53 1.24
O -2.29 4.16 -2.33
C -1.58 1.02 -1.19
C 0.43 -3.12 1.86
O 0.81 -2.25 -1.37
C 4.08 -0.18 -0.67
O -4.71 0.98 -1.34
C -1.64 1.40 -2.74
C 1.73 0.06 -1.43
C 3.44 -1.70 1.47
C -0.92 -2.60 3.82
C -1.79 -0.91 1.78
C -3.53 0.87 -1.37
C -1.32 1.46 -1.78
O 1.79 -2.26 2.59
C -0.49 1.44 -2.96
C 0.74 3.91 -0.02
H 1.50 0.08 1.11
H 0.70 1.19 -1.34
H -1.06 0.15 1.15
H -0.51 -1.54 -0.73
H 1.43 0.27 -0.64
H -0.51 -0.36 1.48
H -0.05 -0.78 1.72
H -0.41 -1.05 -1.06
H -1.18 1.78 0.64
H 0.46 -1.78 -0.36
H 1.69 0.72 0.02
H 0.61 0.52 1.32
H -1.07 1.15 -0.97
H 0.91 -1.22 -0.83
H -1.29 -0.61 0.66
H -0.77 0.89 -1.41
H 0.17 1.57 1.07
H 0.25 -0.84 1.68
H -0.19 -2.32 0.49
H 0.51 0.94 -1.06
H -0.82 0.52 1.48
H 0.59 -1.41 0.52
H 0.11 0.66 -1.58
H 1.07 -1.35 0.26
H -1.51 -0.81 0.54
H 1.17 -0.75 -0.72
H 0.51 1.85 -0.23
H 1.52 1.79 -0.11
H -1.54 -0.50 -0.98
H 1.49 -0.01 -1.19
H 2.06 -0.40 0.42
H 0.74 -0.85 1.93
H -1.74 -0.12 1.29
H -1.71 0.61 -0.74
H -0.30 0.68 -1.99
H 0.18 1.82 -0.55
C -0.29 -0.11 -0.10
Cl -0.04 -0.03 -0.04
Cl -0.15 -0.48 0.12
H 0.15 0.17 0.00
H 0.15 0.09 0.14
C 0.15 -0.37 0.01
Cl -0.05 -0.08 -0.05
Cl 0.20 0.11 0.00
H -0.10 0.18 -0.10
H -0.11 0.12 0.09
C 0.04 -0.08 -0.26
Cl 0.28 -0.08 -0.20
Cl -0.03 -0.06 -0.05
H 0.09 0.04 0.19
H -0.09 0.04 0.19
C -0.08 0.22 0.09
Cl -0.08 0.01 0.09
Cl -0.03 0.09 0.00
H 0.16 -0.15 -0.06
H 0.02 -0.20 -0.10
C 0.32 0.17 -0.03
Cl 0.26 -0.11 -0.10
Cl 0.04 0.17 -0.19
H -0.14 -0.16 0.00
H -0.18 -0.09 0.11
C -0.18 -0.23 0.38
Cl 0.00 -0.04 0.03
Cl 0.02 0.15 -0.06
H -0.10 -0.26 -0.50
H -0.02 0.07 -0.22
C -0.24 0.28 0.25
Cl 0.39 2.49 0.15
Cl 0.09 0.12 -0.04
H 0.15 -0.13 0.09
H 0.34 -0.24 -0.25
C 0.13 -0.23 -0.03
Cl -0.01 -0.11 0.00
Cl 0.10 -0.04 0.02
H -0.10 0.17 -0.11
H -0.16 0.19 0.09
C 0.10 0.01 0.30
Cl 0.02 -0.03 0.09
Cl -0.26 0.12 0.19
H -0.11 0.09 -0.18
H 0.03 0.03 -0.23
C -0.11 -0.10 -0.28
Cl 0.01 -0.01 -0.09
Cl -0.14 0.12 -0.11
H 0.09 -0.05 0.21
H 0.09 0.11 0.18
C 0.12 -0.23 -0.02
Cl -0.03 -0.12 0.00
Cl 0.11 -0.06 0.01
H -0.10 0.19 -0.04
H -0.22 0.31 0.11
C 0.26 -0.12 0.15
Cl -0.13 -0.06 0.03
Cl 0.02 -0.04 0.09
H -0.14 0.06 -0.17
H -0.08 0.18 -0.14
C 0.12 0.14 -0.33
Cl 0.00 0.02 -0.02
Cl 0.17 0.27 0.27
H 0.05 -0.12 0.19
H -0.03 0.02 0.25
C 0.13 0.24 0.06
Cl -0.02 0.07 0.09
Cl 0.11 0.06 -0.01
H -0.06 -0.23 -0.01
H -0.19 -0.15 -0.11
C 0.08 0.23 0.03
Cl 0.30 0.06 -0.07
Cl 0.08 0.05 -0.06
H -0.05 -0.19 0.03
H -0.16 -0.13 -0.09
C 0.13 0.23 0.02
Cl -0.02 0.05 0.10
Cl 0.07 0.08 -0.01
H -0.02 -0.23 -0.02
H -0.16 -0.13 -0.08
C 0.24 0.15 -0.07
Cl 0.00 0.11 0.13
Cl -0.01 0.10 -0.04
H -0.17 -0.16 -0.01
H -0.14 -0.12 0.13
C 0.09 -0.23 0.02
Cl 0.07 -0.19 -0.12
Cl 0.09 -0.02 0.02
H -0.09 0.19 -0.10
H -0.11 0.19 0.06

(2)
Below is a 2-piece molecular cluster, C4H5F2NO3 overall, with properties calculated with wB97M-V/def2-TZVPD.

The total energy is -17291.3080 eV. The value obtained for the HOMO energy is -8.8 eV. The calculation puts the energy above the lowest of the compared OMol25 structures with the same formula, charge and spin at 45.82 kcal/mol.

Last column: Löwdin charge in e.
Cartesian coordinates (Å):
O: 0.94807 -1.40968 0.90644  -0.002
N: 1.87395 -0.71123 0.50188  -0.268
O: 2.96409 -0.50371 1.34581  0.094
C: 2.00216 -0.15444 -0.65137  -0.341
F: 3.01961 0.61515 -0.97760  0.189
F: 1.07172 -0.23958 -1.58164  0.190
H: 2.73466 -0.89960 2.20486  0.136
C: -2.26453 -0.39776 -0.51424  -0.096
C: -1.92166 1.04587 -0.24952  -0.151
C: -0.88015 1.41154 0.41703  -0.222
O: 0.07517 1.71125 1.02114  0.157
H: -1.63706 -1.05530 0.08136  0.065
H: -2.10977 -0.63004 -1.56720  0.071
H: -3.30851 -0.58150 -0.26920  0.070
H: -2.56776 1.79900 -0.66775  0.107

Forces on the atoms, in the same order (eV/Å):
O -1.13 -0.70 0.33
N 0.83 0.51 -0.46
O 0.71 0.42 -0.15
C 0.10 0.40 -0.26
F -0.45 -0.42 0.23
F 0.48 -0.10 0.77
H -0.58 -0.08 -0.45
C 0.15 -0.01 0.06
C -0.94 -0.36 -0.59
C 1.16 0.34 0.78
O -0.35 -0.04 -0.26
H 0.00 -0.11 -0.02
H -0.03 -0.10 -0.04
H -0.03 -0.07 0.03
H 0.08 0.32 0.04

Quick rundown of molecular weight, same order as above: 2033.417 153.084 g mol⁻¹
Quick rundown of F_max, same order as above: 5.3 1.4 eV/Å
Quick rundown of lowest unoccupied orbital energy, same order as above: -1.75 0.71 eV